# 1
Density functional theory data (wB97M-V/def2-TZVPD) for a single C11H21N3O3 molecule.

Each line ends with the Löwdin charge.
CARTESIAN COORDINATES (ANGSTROEM)
C (-0.66, -1.61, -0.36)  -0.284
C (0.12, -0.74, 0.66)  -0.385
C (-1.91, -0.84, -0.68)  -0.156
C (-2.89, -0.56, 0.58)  -0.189
C (-4.13, -0.03, -0.02)  -0.269
C (-4.02, 1.29, -0.77)  -0.260
C (2.29, 0.41, 0.53)  -0.131
C (2.00, 1.85, 0.08)  -0.434
C (3.67, -0.01, -0.16)  -0.113
C (3.47, -1.55, -0.42)  -0.144
C (1.97, -1.64, -0.85)  -0.157
H (-1.51, -3.51, -0.34)  0.019
H (-1.03, -3.07, 1.26)  0.095
H (0.16, -1.59, -1.25)  0.143
H (-1.55, 0.09, -1.16)  0.117
H (-2.54, -1.37, -1.42)  0.115
H (-3.24, -1.48, 0.99)  0.095
H (-2.11, -0.11, 1.14)  0.076
H (-4.76, -0.75, -0.66)  0.140
H (-4.83, 0.43, 0.82)  0.137
H (-5.06, 1.69, -0.93)  0.099
H (-3.62, 1.19, -1.80)  0.098
H (-3.34, 2.31, 0.96)  0.036
H (-2.23, 2.45, -0.34)  0.019
H (2.25, 0.52, 1.65)  0.172
H (3.91, 0.44, -1.12)  0.116
H (4.49, 0.20, 0.44)  0.080
H (3.80, -2.03, 0.56)  0.137
H (4.02, -1.82, -1.34)  0.107
H (2.02, -1.53, -1.96)  0.132
H (1.61, -2.61, -0.51)  0.114
H (2.84, 3.66, -0.41)  0.127
N (-0.92, -3.01, 0.23)  0.080
N (-3.15, 2.37, -0.01)  0.027
N (1.28, -0.55, -0.08)  -0.020
O (-0.08, -0.39, 1.83)  0.074
O (0.89, 2.05, -0.28)  0.133
O (3.04, 2.82, 0.07)  0.054

## Properties
SMILES	NCCCC[C@H](N)C(=O)N1CCC[C@H]1C(=O)O
HOMO level	-8.654	eV
orbital gap	0.33873	Eh
ΔE to the lowest compared entry with this formula, charge and spin	459.0	kJ/mol
max |F|	4.69	eV/Å

---

# 2
Density functional theory data (wB97M-V/def2-TZVPD) for a single C11H21N3O5 molecule.

Each line ends with the Löwdin charge.
CARTESIAN COORDINATES (ANGSTROEM)
C (-1.33, -0.55, -0.54)  -0.379
C (0.04, -1.05, 0.00)  -0.456
C (-1.93, 0.81, -0.17)  -0.104
C (-3.47, 0.57, -0.81)  -0.102
C (-4.40, -0.26, 0.09)  -0.551
C (2.54, -0.87, -0.32)  -0.280
C (2.96, -2.12, -0.02)  -0.484
C (2.88, 0.17, 0.78)  -0.089
C (3.07, 1.67, 0.30)  -0.188
C (1.83, 2.41, -0.07)  -0.306
C (1.87, 3.93, -0.13)  -0.259
H (-1.38, -2.46, -0.15)  0.170
H (-2.54, -1.36, 1.02)  0.147
H (-1.21, -0.65, -1.71)  0.162
H (-1.42, 1.75, -0.68)  0.125
H (-1.98, 0.83, 1.00)  0.137
H (-3.60, 0.10, -1.81)  0.105
H (-4.06, 1.62, -1.09)  0.166
H (-5.27, -0.35, 1.84)  0.238
H (1.08, 0.12, -1.54)  0.241
H (3.27, -0.60, -1.17)  0.212
H (2.10, 0.22, 1.50)  0.107
H (3.83, -0.10, 1.22)  0.118
H (3.71, 1.73, -0.57)  0.108
H (3.41, 2.30, 1.17)  0.126
H (1.39, 2.05, -1.07)  0.117
H (1.12, 2.11, 0.58)  0.056
H (2.53, 4.33, 0.77)  0.124
H (2.19, 4.45, -1.29)  0.179
H (0.23, 5.35, -0.58)  0.073
H (-0.22, 4.38, 0.82)  0.096
H (2.91, -3.97, -0.91)  0.267
N (-2.27, -1.67, -0.08)  0.008
N (1.14, -0.78, -0.74)  0.107
N (0.39, 4.41, -0.08)  -0.092
O (0.03, -1.58, 1.15)  0.017
O (-5.35, -0.87, -0.49)  0.023
O (-4.27, -0.02, 1.44)  -0.003
O (4.12, -2.51, 0.47)  0.008
O (2.32, -3.00, -0.77)  0.056

## Properties
SMILES	NCCCC[C@H](NC(=O)[C@@H](N)CCC(=O)O)C(=O)O
HOMO level	-9.400	eV
orbital gap	0.34674	Eh
ΔE to the lowest compared entry with this formula, charge and spin	744.3	kJ/mol
max |F|	12.08	eV/Å

---

# 3
Density functional theory data (wB97M-V/def2-TZVPD) for a single C11H21N5O3 molecule.

Each line ends with the Löwdin charge.
CARTESIAN COORDINATES (ANGSTROEM)
C (-1.71, -0.98, -0.72)  -0.202
C (-2.47, 0.26, -1.09)  -0.463
C (-2.83, -2.17, -0.50)  -0.122
C (-2.94, -2.29, 1.07)  -0.150
C (-1.52, -1.71, 1.65)  -0.175
C (-0.71, 1.74, 0.20)  -0.133
C (-0.57, 3.22, 0.59)  -0.536
C (0.63, 1.23, -0.68)  -0.078
C (2.02, 1.61, 0.04)  -0.172
C (3.19, 1.20, -0.84)  -0.158
C (2.81, -1.23, -0.16)  -0.532
H (0.03, -1.64, 0.19)  0.036
H (-1.18, -1.17, -1.79)  0.188
H (-2.59, -3.02, -1.16)  0.091
H (-3.87, -1.58, -0.87)  0.147
H (-3.78, -1.55, 1.45)  0.130
H (-3.29, -3.21, 1.46)  0.061
H (-1.83, -1.04, 2.35)  0.028
H (-0.93, -2.39, 2.45)  0.144
H (-2.66, 2.23, -0.88)  0.148
H (-1.05, 1.12, 1.05)  0.136
H (0.48, 0.15, -0.82)  0.046
H (0.39, 1.81, -1.71)  0.159
H (2.28, 2.75, 0.16)  0.141
H (1.96, 1.05, 0.89)  0.079
H (3.98, 1.07, -0.01)  0.124
H (3.50, 1.65, -1.74)  0.101
H (2.39, -0.32, -2.01)  0.152
H (2.03, -3.13, 0.21)  0.033
H (4.73, -0.94, 0.23)  0.068
H (4.00, -2.04, 1.24)  0.090
H (-1.42, 4.79, 0.67)  0.187
N (-0.78, -1.07, 0.51)  -0.049
N (-2.01, 1.47, -0.59)  0.089
N (2.87, -0.24, -1.09)  -0.019
N (1.90, -2.24, -0.29)  0.067
N (3.92, -1.26, 0.63)  0.143
O (-3.63, 0.32, -1.55)  -0.003
O (0.44, 3.74, 0.93)  0.113
O (-1.75, 3.82, 0.50)  0.091

## Properties
SMILES	[H]/N=C(\N)NCCC[C@H](NC(=O)[C@@H]1CCCN1)C(=O)O
HOMO level	-8.632	eV
orbital gap	0.33973	Eh
ΔE to the lowest compared entry with this formula, charge and spin	576.8	kJ/mol
max |F|	7.03	eV/Å

---

# 4
Density functional theory data (wB97M-V/def2-TZVPD) for a single C11H21N5O5 molecule.

Each line ends with the Löwdin charge.
CARTESIAN COORDINATES (ANGSTROEM)
C (-0.27, -0.89, -0.32)  -0.302
C (0.30, -1.44, 1.04)  -0.401
C (-1.78, -0.80, -0.20)  -0.167
C (-2.51, -0.36, -1.45)  -0.183
C (-4.01, -0.29, -1.18)  -0.233
C (-5.67, 0.71, 0.34)  -0.562
C (2.53, -0.50, 0.53)  -0.263
C (3.59, -1.35, -0.25)  -0.443
C (3.14, 0.58, 1.35)  -0.140
C (3.93, 1.56, 0.54)  -0.095
C (3.09, 2.49, -0.25)  -0.538
H (0.06, -1.20, -2.33)  0.120
H (-0.12, -2.54, -1.43)  0.116
H (0.11, 0.11, -0.40)  0.127
H (-2.13, -1.78, 0.12)  0.123
H (-2.01, -0.06, 0.58)  0.129
H (-2.16, 0.61, -1.81)  0.116
H (-2.34, -1.08, -2.27)  0.113
H (-4.64, -0.12, -2.07)  0.124
H (-4.31, -1.27, -0.79)  0.119
H (-3.95, 1.55, -0.19)  0.139
H (-6.38, -0.68, -0.76)  0.022
H (-5.09, 1.92, 1.87)  0.091
H (-6.80, 1.77, 1.64)  0.085
H (1.88, -1.74, 2.22)  0.166
H (1.99, -0.05, -0.28)  0.116
H (2.39, 1.14, 1.92)  0.136
H (3.78, 0.08, 2.11)  0.137
H (4.63, 1.12, -0.14)  0.125
H (4.52, 2.18, 1.23)  0.145
H (3.27, 4.07, -1.27)  0.150
H (2.12, -1.92, -1.36)  0.042
N (0.34, -1.62, -1.42)  0.064
N (-4.38, 0.62, -0.13)  0.005
N (-6.68, -0.03, -0.01)  0.096
N (-5.88, 1.80, 1.22)  0.093
N (1.65, -1.34, 1.31)  0.133
O (-0.38, -2.01, 1.86)  0.075
O (4.78, -1.36, 0.02)  0.097
O (1.89, 2.46, -0.45)  0.091
O (3.84, 3.45, -0.75)  0.120
O (3.07, -2.08, -1.23)  0.111

## Properties
SMILES	[H]/N=C(/N)NCCC[C@H](N)C(=O)N[C@@H](CCC(=O)O)C(=O)O
HOMO level	-9.077	eV
orbital gap	0.34425	Eh
ΔE to the lowest compared entry with this formula, charge and spin	54.3	kJ/mol
max |F|	1.87	eV/Å

---

# 5
Density functional theory data (wB97M-V/def2-TZVPD) for a single C11H21NO2 molecule.

Each line ends with the Löwdin charge.
CARTESIAN COORDINATES (ANGSTROEM)
C (0.28, -0.05, 0.06)  -0.088
C (1.33, -0.84, 0.26)  -0.118
C (1.50, -2.36, 0.25)  -0.013
C (-0.44, 1.95, 1.30)  -0.037
C (1.77, 2.18, -0.04)  -0.039
C (-0.42, 1.99, -1.20)  -0.020
C (-2.42, -0.03, -0.34)  -0.062
C (-1.33, -1.57, 1.16)  -0.069
C (-1.04, -1.70, -1.41)  -0.062
C (0.39, 1.46, 0.08)  -0.445
C (-1.08, -0.81, -0.14)  -0.505
N (2.80, -0.44, 0.39)  -0.426
O (3.23, -0.22, 1.49)  0.085
O (3.42, -0.52, -0.63)  0.102
H (1.61, -2.55, -0.81)  0.078
H (2.49, -2.56, 0.62)  0.086
H (0.58, -2.82, 0.71)  0.072
H (0.25, 2.02, 2.16)  0.096
H (-1.19, 1.16, 1.54)  0.059
H (-0.92, 2.90, 1.17)  0.075
H (1.68, 3.20, 0.10)  0.061
H (2.19, 2.04, -1.05)  0.098
H (2.49, 1.90, 0.75)  0.081
H (-0.61, 1.14, -1.82)  0.060
H (0.21, 2.74, -1.51)  0.040
H (-1.28, 2.61, -0.93)  0.092
H (-3.23, -0.74, -0.14)  0.094
H (-2.33, 0.40, -1.32)  0.052
H (-2.50, 0.86, 0.42)  0.103
H (-0.44, -2.15, 1.65)  0.099
H (-1.97, -2.37, 0.86)  0.073
H (-1.81, -0.97, 1.95)  0.096
H (-1.98, -2.14, -1.78)  0.079
H (-0.89, -1.14, -2.43)  0.121
H (-0.33, -2.59, -1.37)  0.082

## Properties
SMILES	CC(=C(C(C)(C)C)C(C)(C)C)[N+](=O)[O-]
HOMO level	-9.353	eV
orbital gap	0.36658	Eh
ΔE to the lowest compared entry with this formula, charge and spin	623.6	kJ/mol
max |F|	2.97	eV/Å

---

# 6
Density functional theory data (wB97M-V/def2-TZVPD) for 2 unconnected molecules or ions with the total composition C11H21NO6S.

Each line ends with the Löwdin charge.
CARTESIAN COORDINATES (ANGSTROEM)
C (-1.39, -1.12, -0.53)  -0.041
C (-0.84, 0.10, -1.51)  -0.314
O (-1.71, 0.62, -2.39)  -0.053
N (0.61, 0.51, -1.35)  -0.156
C (1.06, 1.27, -2.59)  -0.107
C (0.78, 1.38, -0.09)  -0.177
C (2.33, 1.49, 0.42)  -0.173
C (3.20, 2.70, -0.26)  -0.183
C (2.39, 4.11, -0.47)  -0.244
O (1.96, 4.69, 0.84)  -0.394
S (0.87, 5.99, 0.60)  1.008
O (-0.44, 5.37, -0.03)  -0.478
O (1.47, 7.05, -0.63)  -0.345
H (-1.73, -2.05, -1.15)  0.092
H (-2.25, -0.65, 0.13)  0.101
H (-0.51, -1.38, 0.22)  0.085
H (0.42, 2.26, -2.72)  0.104
H (0.81, 0.59, -3.51)  0.107
H (2.21, 1.53, -2.61)  0.087
H (0.21, 2.40, -0.19)  0.127
H (0.19, 0.78, 0.76)  0.132
H (2.41, 1.52, 1.60)  0.121
H (2.86, 0.47, 0.10)  0.127
H (3.73, 2.31, -1.25)  0.114
H (4.10, 2.93, 0.50)  0.124
H (3.04, 4.97, -0.97)  0.133
H (1.46, 3.95, -1.19)  0.115
H (1.23, 8.01, -0.38)  0.098
O (-2.05, -2.74, 2.56)  0.097
C (-2.12, -3.82, 2.00)  -0.461
O (-1.35, -4.19, 0.93)  0.011
C (-1.78, -5.47, 0.47)  -0.170
C (-2.49, -6.10, 1.64)  -0.170
C (-3.09, -4.91, 2.34)  -0.087
H (-2.44, -5.33, -0.39)  0.130
H (-0.91, -6.06, 0.15)  0.129
H (-3.23, -6.85, 1.34)  0.121
H (-1.76, -6.59, 2.29)  0.124
H (-4.08, -4.66, 1.94)  0.138
H (-3.15, -5.07, 3.42)  0.132

## Properties
HOMO level	-9.230	eV
orbital gap	0.35076	Eh
ΔE to the lowest compared entry with this formula, charge and spin	19.8	kJ/mol
max |F|	7.73	eV/Å